(1)
DFT (the ωB97M-V functional and the def2-TZVPD basis) results for a 8-piece molecular cluster, C18H48Cl9O20P5 overall in a non-equilibrium geometry.

Structure (ORCA input):
```
! wB97M-V def2-TZVPD RIJCOSX def2/J DEFGRID3
* xyz 0 1
C -13.264 12.454 -14.735
O -14.675 12.615 -14.589
P -15.335 12.803 -13.178
O -16.779 12.819 -13.261
O -14.702 11.688 -12.228
C -14.983 10.325 -12.550
O -14.647 14.110 -12.617
C -15.014 14.630 -11.350
H -12.758 12.224 -13.798
H -12.760 13.314 -15.181
H -13.118 11.611 -15.410
H -14.306 9.718 -11.942
H -14.749 10.092 -13.589
H -15.991 10.012 -12.276
H -15.432 15.629 -11.492
H -14.141 14.726 -10.708
H -15.802 14.098 -10.814
C -8.379 7.644 -18.495
O -8.842 6.781 -17.461
P -10.066 5.816 -17.792
O -11.249 6.506 -18.304
O -10.184 5.103 -16.404
C -11.424 4.487 -16.017
O -9.423 4.704 -18.719
C -9.671 4.665 -20.135
H -8.974 8.544 -18.627
H -8.314 7.127 -19.460
H -7.338 7.837 -18.236
H -12.142 4.531 -16.835
H -11.828 4.974 -15.133
H -11.196 3.450 -15.776
H -10.299 5.491 -20.467
H -10.101 3.691 -20.348
H -8.734 4.775 -20.687
C -9.245 14.228 -8.753
O -10.093 15.008 -9.613
P -9.953 14.800 -11.166
O -8.644 15.064 -11.745
O -11.094 15.772 -11.664
C -11.404 15.820 -13.061
O -10.542 13.360 -11.461
C -11.712 12.885 -10.809
H -9.827 14.007 -7.865
H -8.358 14.834 -8.589
H -8.917 13.265 -9.155
H -10.522 15.573 -13.658
H -11.759 16.811 -13.327
H -12.183 15.087 -13.287
H -11.628 11.828 -10.565
H -12.599 12.917 -11.445
H -11.953 13.453 -9.910
C -8.621 11.985 -13.769
O -8.569 10.716 -13.117
P -9.921 9.929 -12.825
O -11.103 10.548 -13.430
O -9.586 8.505 -13.412
C -9.161 8.424 -14.788
O -9.899 9.758 -11.265
C -11.061 9.222 -10.603
H -7.942 12.679 -13.274
H -9.608 12.444 -13.751
H -8.304 11.877 -14.808
H -9.329 9.364 -15.319
H -9.731 7.618 -15.237
H -8.097 8.213 -14.873
H -11.282 9.809 -9.713
H -10.799 8.218 -10.265
H -11.933 9.167 -11.249
C -5.149 14.490 -12.230
O -5.113 13.567 -13.343
P -4.758 14.135 -14.794
O -3.919 15.313 -14.797
O -4.123 12.911 -15.537
C -4.795 11.658 -15.627
O -6.141 14.343 -15.548
C -6.988 15.394 -15.077
H -4.601 15.402 -12.475
H -4.616 14.039 -11.395
H -6.170 14.729 -11.961
H -5.624 11.559 -14.929
H -4.066 10.895 -15.350
H -5.110 11.443 -16.646
H -6.762 15.682 -14.053
H -8.025 15.069 -15.140
H -6.873 16.268 -15.717
C -13.778 6.530 -12.301
Cl -13.166 6.384 -10.654
Cl -14.153 4.946 -12.976
Cl -12.668 7.426 -13.339
H -14.699 7.097 -12.278
C -6.512 4.353 -15.397
Cl -7.356 5.572 -14.473
Cl -6.352 4.831 -17.105
Cl -7.231 2.752 -15.273
H -5.494 4.269 -15.048
C -5.317 10.614 -11.979
Cl -4.922 9.124 -12.859
Cl -3.848 11.325 -11.314
Cl -6.495 10.234 -10.712
H -5.765 11.273 -12.706
*
```

Output
HOMO level   -0.3848 hartree
Molecular weight   1058.5 g mol⁻¹
Energy relative to the best compared isomer or geometry (same formula, charge and spin)   7.28 kcal/mol
DFT total energy   -8068.40188 Eh
SMILES   COP(=O)(OC)OC.COP(=O)(OC)OC.COP(=O)(OC)OC.COP(=O)(OC)OC.COP(=O)(OC)OC.ClC(Cl)Cl.ClC(Cl)Cl.ClC(Cl)Cl



(2)
DFT (the ωB97M-V functional and the def2-TZVPD basis) results for C26H18AuNO6P as an isolated structure.

Structure (ORCA input):
```
! wB97M-V def2-TZVPD RIJCOSX def2/J DEFGRID3
* xyz 1 1
Au 0.038 0.334 0.169
O 2.048 0.347 0.277
C 2.742 0.242 1.342
C 2.346 -0.105 2.632
C 3.296 0.110 3.667
C 2.950 -0.135 4.946
C 1.673 -0.654 5.284
C 0.755 -0.902 4.315
C 1.039 -0.634 2.939
O 0.163 -0.870 2.054
N 3.914 0.159 6.014
O 3.553 -0.039 7.155
O 5.012 0.561 5.688
H 3.802 0.466 1.201
H 4.286 0.491 3.445
H 1.453 -0.848 6.325
H -0.216 -1.321 4.546
O -3.558 0.468 -1.612
C -2.728 0.917 -0.878
O -1.789 0.108 -0.374
C -2.798 2.356 -0.450
C -4.064 2.933 -0.453
C -4.236 4.263 -0.110
C -3.142 5.055 0.225
C -1.876 4.501 0.231
C -1.711 3.151 -0.104
P -0.029 2.602 -0.086
C 0.853 3.152 -1.517
C 2.217 2.861 -1.653
C 2.887 3.271 -2.790
C 2.201 3.950 -3.793
C 0.845 4.216 -3.669
C 0.160 3.811 -2.535
C 0.750 3.098 1.430
C 0.209 2.608 2.626
C 0.781 2.969 3.832
C 1.890 3.809 3.847
C 2.426 4.295 2.661
C 1.863 3.941 1.445
H -4.906 2.315 -0.734
H -5.231 4.688 -0.105
H -3.275 6.097 0.481
H -1.020 5.112 0.496
H 2.740 2.310 -0.884
H 3.941 3.055 -2.903
H 2.729 4.264 -4.684
H 0.317 4.733 -4.459
H -0.899 4.013 -2.438
H -0.650 1.943 2.612
H 0.368 2.594 4.759
H 2.336 4.091 4.792
H 3.283 4.955 2.682
H 2.278 4.326 0.523
*
```

Output
HOMO level   -0.4334 hartree
Molecular weight   668.4 g mol⁻¹
Energy relative to the best compared isomer or geometry (same formula, charge and spin)   25.16 kcal/mol
DFT total energy   -1984.46745 Eh



(3)
DFT (the ωB97M-V functional and the def2-TZVPD basis) results for a single C5H9F molecule in a non-equilibrium geometry.

Structure (ORCA input):
```
! wB97M-V def2-TZVPD RIJCOSX def2/J DEFGRID3
* xyz 0 1
C 1.492 -1.292 -1.779
C 0.623 -0.968 -0.568
C 0.406 0.180 0.078
C -0.524 0.385 1.283
C -1.669 1.355 0.988
H 2.012 -0.410 -2.192
H 0.880 -1.822 -2.569
H 2.326 -1.931 -1.491
H 0.091 -1.878 -0.176
H 0.848 1.108 -0.310
H -0.847 -0.614 1.670
H -2.298 1.540 1.836
H -1.239 2.334 0.729
H -2.307 1.014 0.200
F 0.205 0.998 2.302
*
```

Output
HOMO level   -0.3595 hartree
Molecular weight   88.1 g mol⁻¹
Energy relative to the best compared isomer or geometry (same formula, charge and spin)   6.66 kcal/mol
DFT total energy   -295.74951 Eh
SMILES   C/C=C/[C@H](C)F



(4)
DFT (the ωB97M-V functional and the def2-TZVPD basis) results for a single C2H4N4 molecule in a non-equilibrium geometry.

Structure (ORCA input):
```
! wB97M-V def2-TZVPD RIJCOSX def2/J DEFGRID3
* xyz 0 1
C 0.660 0.032 -0.022
C -0.154 1.101 0.039
H 2.357 -0.902 0.259
H 2.481 0.833 0.410
H 0.003 2.121 0.045
H -2.335 0.988 0.003
N 2.043 0.018 -0.127
N -1.421 0.529 -0.031
N -1.335 -0.817 -0.004
N -0.078 -1.135 0.044
*
```

Output
HOMO level   -0.3169 hartree
Molecular weight   84.1 g mol⁻¹
Energy relative to the best compared isomer or geometry (same formula, charge and spin)   29.02 kcal/mol
DFT total energy   -297.59806 Eh
SMILES   Nc1c[nH]nn1



(5)
DFT (the ωB97M-V functional and the def2-TZVPD basis) results for a 10-piece molecular cluster, C31H72BO17 overall in a non-equilibrium geometry.

Structure (ORCA input):
```
! wB97M-V def2-TZVPD RIJCOSX def2/J DEFGRID3
* xyz -1 1
O 2.056 -1.929 -1.166
C 1.121 -1.143 -1.207
O 0.918 -0.099 -0.386
B -0.445 0.378 -0.545
O -0.827 -0.168 -1.857
C -0.092 -1.220 -2.105
O -0.155 -2.016 -3.089
O -0.420 1.902 -0.596
C -0.856 2.283 0.638
O -1.030 3.407 1.052
C -1.398 0.989 1.369
O -1.319 -0.067 0.608
O -2.033 1.004 2.440
C 8.724 -3.502 -2.665
C 9.625 -4.033 -1.542
C 8.742 -4.547 -0.426
O 10.589 -4.851 -2.063
H 8.259 -4.357 -3.154
H 9.231 -2.891 -3.413
H 7.901 -2.968 -2.192
H 10.100 -3.070 -1.353
H 7.905 -5.155 -0.769
H 8.329 -3.694 0.112
H 9.323 -5.136 0.284
H 10.709 -4.553 -2.967
C -6.461 10.739 4.980
C -6.122 9.550 5.771
C -6.898 9.316 7.142
O -6.158 8.446 4.946
H -7.493 10.897 4.666
H -5.903 10.685 4.045
H -6.099 11.674 5.409
H -5.063 9.621 6.016
H -6.065 9.354 7.844
H -7.313 8.311 7.219
H -7.659 10.082 7.293
H -5.377 7.909 5.098
C 3.390 3.139 -5.123
C 2.789 2.701 -6.489
C 1.228 2.812 -6.598
O 3.172 3.498 -7.478
H 4.442 2.930 -4.927
H 2.867 2.586 -4.342
H 3.353 4.225 -5.043
H 3.037 1.664 -6.716
H 0.662 2.491 -7.473
H 0.797 3.805 -6.472
H 0.863 2.214 -5.764
H 3.087 4.337 -7.020
C 4.412 -6.922 -6.156
C 4.137 -6.218 -7.482
C 5.223 -5.147 -7.811
O 4.044 -7.192 -8.447
H 3.527 -7.549 -6.050
H 4.432 -6.270 -5.283
H 5.288 -7.558 -6.284
H 3.112 -5.867 -7.362
H 5.155 -4.672 -8.789
H 6.232 -5.542 -7.931
H 5.387 -4.273 -7.181
H 3.824 -6.693 -9.237
C -7.487 -1.701 -2.330
C -7.208 -0.219 -2.718
C -8.569 0.448 -3.025
O -6.671 0.442 -1.599
H -6.783 -2.162 -1.638
H -7.616 -2.296 -3.234
H -8.369 -1.765 -1.693
H -6.553 -0.132 -3.585
H -8.885 0.046 -3.987
H -8.421 1.501 -3.268
H -9.365 0.279 -2.299
H -5.739 0.314 -1.410
C -4.163 6.549 -3.147
C -4.897 7.865 -2.707
C -3.995 8.918 -2.018
O -5.668 8.282 -3.782
H -4.145 5.920 -2.258
H -3.098 6.666 -3.343
H -4.862 6.049 -3.818
H -5.564 7.534 -1.911
H -3.236 8.386 -1.445
H -4.482 9.356 -1.147
H -3.652 9.700 -2.695
H -6.382 8.815 -3.425
C -1.081 -7.163 0.540
C -1.357 -8.644 0.130
C -1.146 -8.970 -1.351
O -0.567 -9.481 0.935
H -1.573 -7.006 1.500
H -1.537 -6.470 -0.167
H -0.033 -6.865 0.589
H -2.411 -8.773 0.376
H -1.907 -8.419 -1.905
H -1.318 -10.013 -1.618
H -0.148 -8.654 -1.655
H 0.334 -9.377 0.621
C -1.443 -2.302 11.094
C -1.456 -3.076 9.754
C -0.880 -2.065 8.676
O -0.762 -4.223 9.897
H -0.387 -2.095 11.266
H -1.911 -2.942 11.842
H -1.969 -1.349 11.137
H -2.518 -3.284 9.623
H -1.149 -1.020 8.826
H -1.122 -2.444 7.683
H 0.199 -2.113 8.819
H -0.129 -3.926 10.554
C 5.578 -0.489 5.234
C 5.069 0.936 5.415
C 4.384 1.483 4.150
O 4.192 0.984 6.561
H 5.933 -0.888 6.185
H 6.419 -0.622 4.553
H 4.817 -1.157 4.830
H 5.946 1.533 5.664
H 4.496 2.562 4.043
H 3.304 1.335 4.189
H 4.704 0.958 3.250
H 4.431 1.596 7.260
*
```

Output
HOMO level   -0.2687 hartree
Molecular weight   727.7 g mol⁻¹
Energy relative to the best compared isomer or geometry (same formula, charge and spin)   84.31 kcal/mol
DFT total energy   -2528.38484 Eh



(6)
DFT (the ωB97M-V functional and the def2-TZVPD basis) results for a single CH2O2S3 molecule in a non-equilibrium geometry.

Structure (ORCA input):
```
! wB97M-V def2-TZVPD RIJCOSX def2/J DEFGRID3
* xyz 0 1
C 0.445 -0.254 0.221
O -1.529 1.383 -0.242
O -1.816 -0.531 1.433
S -0.545 -1.232 -0.965
S 1.402 1.087 -0.527
S -1.213 0.134 0.332
H 1.041 -0.931 1.050
H 2.217 0.343 -1.301
*
```

Output
HOMO level   -0.3591 hartree
Molecular weight   142.2 g mol⁻¹
Energy relative to the best compared isomer or geometry (same formula, charge and spin)   39.12 kcal/mol
DFT total energy   -1384.25548 Eh
SMILES   O=S1(=O)S[C@H]1S



(7)
DFT (the ωB97M-V functional and the def2-TZVPD basis) results for C68H35CoF4GeI4N8 as an isolated structure in a non-equilibrium geometry.

Structure (ORCA input):
```
! wB97M-V def2-TZVPD RIJCOSX def2/J DEFGRID3
* xyz 2 1
Co -0.510 0.026 0.360
I -7.026 3.524 6.593
C -5.647 2.716 5.262
C -4.733 3.545 4.625
C -3.819 3.005 3.733
C -3.824 1.641 3.468
C -4.738 0.815 4.114
C -5.649 1.349 5.012
C -2.851 1.050 2.511
C -1.534 0.741 3.011
C -1.156 0.804 4.374
C 0.065 0.190 4.470
C 0.439 -0.184 3.148
C 1.680 -0.714 2.733
C 2.378 -1.672 3.574
C 1.709 -2.268 4.663
C 2.327 -3.204 5.464
C 3.632 -3.601 5.186
I 4.566 -5.003 6.383
C 4.289 -3.089 4.069
C 3.665 -2.159 3.267
C 2.216 -0.251 1.478
N 1.423 0.001 0.397
C 2.243 0.424 -0.607
C 1.814 0.645 -1.955
C 2.790 1.225 -2.907
C 4.042 0.650 -3.117
C 4.960 1.252 -3.963
C 4.635 2.442 -4.607
I 6.031 3.395 -5.814
C 3.375 3.003 -4.439
C 2.461 2.391 -3.598
C 0.550 0.350 -2.394
C 0.082 0.299 -3.751
C -1.166 -0.243 -3.730
C -1.464 -0.509 -2.360
N -0.460 -0.171 -1.572
C -2.681 -1.173 -1.784
C -3.227 -0.345 -0.655
C -4.590 0.057 -0.437
C -4.606 0.724 0.742
C -3.260 0.700 1.265
N -2.443 0.043 0.325
C -3.723 -1.591 -2.790
C -4.110 -2.921 -2.875
C -5.067 -3.324 -3.796
C -5.642 -2.385 -4.641
I -7.062 -2.979 -6.039
C -5.273 -1.046 -4.556
C -4.319 -0.655 -3.631
C 3.559 0.550 -0.121
C 3.552 0.093 1.175
N -0.553 0.184 2.275
H -4.732 4.608 4.821
H -3.106 3.653 3.238
H -4.733 -0.251 3.920
H -6.356 0.704 5.513
H -1.734 1.254 5.161
H 0.683 0.097 5.346
H 0.675 -2.029 4.859
H 1.790 -3.643 6.293
H 5.282 -3.435 3.819
H 4.176 -1.834 2.378
H 4.300 -0.277 -2.623
H 5.929 0.800 -4.116
H 3.107 3.910 -4.967
H 1.481 2.830 -3.467
H 0.643 0.599 -4.619
H -1.806 -0.450 -4.569
H -5.411 -0.144 -1.101
H -5.449 1.174 1.237
H -3.666 -3.659 -2.217
H -5.360 -4.362 -3.853
H -5.727 -0.313 -5.208
H -4.054 0.393 -3.558
H 4.399 0.955 -0.657
H 4.374 0.117 1.867
F 2.261 3.358 0.008
C 2.377 4.085 -1.102
C 3.603 4.358 -1.581
F 4.658 3.868 -0.951
C 3.812 5.187 -2.760
C 2.589 5.740 -3.326
C 1.361 5.439 -2.851
F 0.288 5.904 -3.475
C 1.159 4.532 -1.745
C -0.085 4.051 -1.395
C -0.249 2.918 -0.541
N -0.475 1.990 0.104
C -1.323 4.450 -1.994
N -2.367 4.687 -2.409
F 2.687 6.500 -4.399
C 5.049 5.410 -3.299
C 5.290 6.268 -4.422
N 5.556 6.935 -5.317
C 6.238 4.759 -2.826
N 7.183 4.201 -2.489
Ge -0.242 -2.241 0.743
C -1.272 -3.253 2.000
C -0.799 -4.420 2.611
C -1.621 -5.142 3.458
C -2.926 -4.723 3.684
C -3.409 -3.570 3.083
C -2.580 -2.825 2.259
C 1.161 -3.216 -0.140
C 1.244 -3.106 -1.532
C 2.215 -3.807 -2.232
C 3.130 -4.591 -1.547
C 3.075 -4.685 -0.163
C 2.092 -4.007 0.539
H -2.295 -2.089 -1.297
H 0.203 -4.776 2.421
H -1.253 -6.042 3.930
H -3.570 -5.301 4.332
H -4.427 -3.251 3.260
H -2.955 -1.910 1.818
H 0.548 -2.483 -2.080
H 2.259 -3.735 -3.310
H 3.891 -5.133 -2.093
H 3.793 -5.294 0.367
H 2.070 -4.085 1.619
*
```

Output
HOMO level   -0.4558 hartree
Molecular weight   1679.2 g mol⁻¹
DFT total energy   -8099.68122 Eh



(8)
DFT (the ωB97M-V functional and the def2-TZVPD basis) results for a 2-piece molecular cluster, C2H6BrOS overall in a non-equilibrium geometry.

Structure (ORCA input):
```
! wB97M-V def2-TZVPD RIJCOSX def2/J DEFGRID3
* xyz -1 1
Br 2.701 1.537 -2.030
C -0.040 -0.535 -1.066
S -0.644 0.738 -0.060
O -2.199 0.442 -0.124
C -0.179 0.171 1.478
H 1.116 -0.617 -0.919
H -0.011 -0.584 -2.096
H -0.502 -1.372 -0.722
H -0.536 -0.888 1.483
H -0.589 0.707 2.326
H 0.883 0.401 1.731
*
```

Output
HOMO level   -0.1422 hartree
Molecular weight   158.0 g mol⁻¹
Energy relative to the best compared isomer or geometry (same formula, charge and spin)   12.04 kcal/mol
DFT total energy   -3127.26234 Eh



Taking the records one at a time from the top gives LUMO level values of 0.2339; -5.4164; 1.1533; 0.8888; 1.9962; -0.1338; -7.4683; 3.4904 eV.